[1]
{
  "formula": "C78H198N14O25",
  "method": "ωB97M-V/def2-TZVPD",
  "homo_ev": -7.9,
  "relative_energy_kcal_mol": 313.9,
  "homo_lumo_gap_ha": 0.29471,
  "molar_mass_da": 1732.51,
  "total_charge": 0,
  "elements": ["C", "O", "C", "C", "N", "C", "C", "O", "C", "H", "H", "H", "H", "H", "H", "H", "H", "H", "H", "H", "H", "H", "H", "H", "C", "O", "C", "C", "N", "C", "C", "O", "C", "H", "H", "H", "H", "H", "H", "H", "H", "H", "H", "H", "H", "H", "H", "H", "C", "O", "C", "C", "N", "C", "C", "O", "C", "H", "H", "H", "H", "H", "H", "H", "H", "H", "H", "H", "H", "H", "H", "H", "C", "O", "C", "C", "N", "C", "C", "O", "C", "H", "H", "H", "H", "H", "H", "H", "H", "H", "H", "H", "H", "H", "H", "H", "C", "O", "C", "C", "N", "C", "C", "O", "C", "H", "H", "H", "H", "H", "H", "H", "H", "H", "H", "H", "H", "H", "H", "H", "C", "O", "C", "C", "N", "C", "C", "O", "C", "H", "H", "H", "H", "H", "H", "H", "H", "H", "H", "H", "H", "H", "H", "H", "C", "O", "C", "C", "N", "C", "C", "O", "C", "H", "H", "H", "H", "H", "H", "H", "H", "H", "H", "H", "H", "H", "H", "H", "C", "O", "C", "C", "N", "C", "C", "O", "C", "H", "H", "H", "H", "H", "H", "H", "H", "H", "H", "H", "H", "H", "H", "H", "C", "O", "C", "C", "N", "C", "C", "O", "C", "H", "H", "H", "H", "H", "H", "H", "H", "H", "H", "H", "H", "H", "H", "H", "C", "O", "C", "C", "N", "C", "C", "O", "C", "H", "H", "H", "H", "H", "H", "H", "H", "H", "H", "H", "H", "H", "H", "H", "C", "O", "C", "C", "N", "C", "C", "O", "C", "H", "H", "H", "H", "H", "H", "H", "H", "H", "H", "H", "H", "H", "H", "H", "C", "C", "C", "O", "C", "N", "H", "H", "H", "H", "H", "H", "H", "H", "H", "H", "H", "C", "C", "C", "O", "C", "N", "H", "H", "H", "H", "H", "H", "H", "H", "H", "H", "H", "C", "C", "C", "O", "C", "N", "H", "H", "H", "H", "H", "H", "H", "H", "H", "H", "H"],
  "coordinates": [[-1.630, 3.620, -0.763], [-0.257, 3.520, -0.243], [0.723, 2.829, -1.166], [0.605, 1.300, -0.938], [1.279, 0.861, 0.349], [1.286, -0.546, 0.646], [-0.090, -1.230, 0.459], [-0.281, -1.730, -0.830], [0.387, -2.893, -1.171], [-2.357, 3.787, 0.031], [-1.861, 2.653, -1.210], [-1.740, 4.502, -1.394], [1.706, 3.167, -0.838], [0.561, 3.189, -2.181], [1.021, 0.743, -1.778], [-0.429, 0.957, -0.964], [2.272, 1.038, 0.406], [1.492, -0.637, 1.712], [2.088, -0.997, 0.060], [-0.921, -0.593, 0.761], [-0.074, -2.065, 1.160], [1.454, -2.686, -1.254], [0.010, -3.401, -2.058], [0.397, -3.522, -0.281], [-5.300, -6.109, 4.764], [-4.798, -5.353, 5.857], [-5.819, -5.236, 6.799], [-5.429, -4.417, 8.052], [-4.279, -3.510, 7.634], [-4.826, -2.250, 7.039], [-3.918, -1.655, 5.972], [-2.730, -1.236, 6.451], [-1.984, -0.436, 5.599], [-6.122, -5.530, 4.343], [-5.636, -7.088, 5.107], [-4.457, -6.169, 4.075], [-6.308, -6.185, 7.021], [-6.572, -4.571, 6.377], [-5.145, -5.024, 8.912], [-6.253, -3.849, 8.483], [-3.976, -4.029, 6.822], [-5.013, -1.634, 7.919], [-5.797, -2.443, 6.584], [-4.551, -0.805, 5.716], [-3.748, -2.221, 5.056], [-2.546, 0.417, 5.220], [-1.478, -0.837, 4.720], [-1.176, 0.070, 6.127], [0.862, 6.659, -2.268], [1.100, 5.934, -3.566], [-0.144, 5.925, -4.335], [-0.465, 7.294, -4.958], [-1.643, 7.329, -5.772], [-1.731, 6.362, -6.943], [-2.697, 5.060, -6.681], [-3.797, 5.476, -5.962], [-4.959, 5.530, -6.795], [1.799, 6.757, -1.721], [0.315, 5.990, -1.604], [0.534, 7.699, -2.247], [-0.883, 5.521, -3.643], [-0.087, 5.258, -5.195], [0.461, 7.621, -5.430], [-0.627, 8.033, -4.173], [-2.390, 6.974, -5.192], [-0.723, 5.955, -7.026], [-1.902, 6.763, -7.942], [-2.152, 4.267, -6.169], [-2.856, 4.377, -7.516], [-5.798, 6.131, -6.445], [-5.343, 4.576, -7.155], [-4.728, 5.980, -7.760], [-1.559, -8.221, 1.554], [-2.838, -8.840, 1.501], [-3.988, -8.001, 1.576], [-5.247, -8.863, 1.149], [-5.388, -9.951, 2.054], [-6.708, -10.538, 1.974], [-6.884, -11.550, 0.835], [-6.396, -12.860, 1.064], [-6.963, -13.934, 0.382], [-1.524, -7.254, 1.054], [-0.803, -8.881, 1.128], [-1.282, -8.079, 2.599], [-3.930, -7.200, 0.838], [-3.993, -7.518, 2.553], [-5.086, -9.319, 0.172], [-6.151, -8.265, 1.039], [-4.774, -10.704, 1.776], [-7.437, -9.747, 1.796], [-6.878, -10.892, 2.991], [-6.502, -11.167, -0.111], [-7.954, -11.631, 0.644], [-6.336, -14.773, 0.683], [-7.043, -13.694, -0.678], [-8.023, -13.922, 0.634], [-4.491, 4.114, 3.516], [-3.155, 4.613, 3.813], [-2.298, 4.882, 2.687], [-1.093, 5.762, 2.960], [-1.291, 7.230, 3.042], [-2.294, 7.671, 4.024], [-2.318, 9.157, 4.093], [-2.485, 9.509, 2.691], [-2.349, 10.896, 2.398], [-4.360, 3.113, 3.104], [-5.122, 4.788, 2.938], [-4.957, 3.955, 4.489], [-2.828, 5.153, 1.774], [-1.782, 3.938, 2.508], [-0.307, 5.741, 2.205], [-0.485, 5.451, 3.810], [-1.658, 7.583, 2.170], [-1.854, 7.292, 4.946], [-3.228, 7.112, 4.079], [-1.396, 9.572, 4.501], [-3.123, 9.470, 4.758], [-3.101, 11.424, 2.984], [-2.446, 10.918, 1.312], [-1.417, 11.348, 2.736], [-7.053, 3.653, -0.636], [-7.444, 4.881, -1.354], [-7.754, 4.694, -2.723], [-6.456, 4.315, -3.572], [-5.377, 5.322, -3.584], [-4.853, 5.740, -2.368], [-3.881, 6.849, -2.682], [-2.891, 7.167, -1.614], [-3.461, 7.801, -0.471], [-7.712, 2.788, -0.708], [-7.178, 3.853, 0.428], [-6.039, 3.324, -0.863], [-8.370, 5.553, -2.989], [-8.507, 3.909, -2.790], [-6.721, 4.111, -4.610], [-6.015, 3.361, -3.281], [-4.929, 5.500, -4.471], [-4.325, 4.893, -1.931], [-5.667, 6.022, -1.699], [-4.303, 7.737, -3.152], [-3.142, 6.473, -3.390], [-2.550, 7.930, 0.113], [-4.332, 7.362, 0.016], [-3.708, 8.801, -0.827], [1.209, 2.630, 4.295], [1.243, 1.589, 5.252], [2.070, 0.400, 4.960], [2.186, -0.575, 6.212], [3.032, -1.695, 5.936], [2.285, -2.802, 5.322], [3.071, -4.139, 5.599], [3.463, -4.403, 6.966], [4.432, -5.400, 7.067], [1.048, 3.611, 4.743], [0.239, 2.499, 3.816], [1.994, 2.554, 3.543], [3.054, 0.764, 4.663], [1.711, -0.091, 4.056], [1.140, -0.823, 6.393], [2.664, 0.027, 6.985], [3.438, -2.081, 6.776], [2.233, -2.586, 4.255], [1.267, -2.874, 5.705], [3.942, -4.009, 4.957], [2.600, -5.046, 5.219], [4.628, -5.579, 8.124], [5.450, -5.120, 6.797], [4.103, -6.314, 6.572], [8.276, -8.530, -1.968], [7.372, -8.240, -0.899], [7.572, -8.978, 0.382], [6.450, -8.727, 1.377], [6.768, -7.456, 2.156], [5.827, -7.162, 3.195], [6.118, -5.777, 3.796], [6.378, -4.888, 2.789], [6.493, -3.506, 3.219], [8.364, -9.571, -2.280], [9.244, -8.093, -1.722], [7.990, -8.051, -2.904], [8.503, -8.762, 0.905], [7.631, -10.034, 0.116], [6.198, -9.615, 1.957], [5.581, -8.552, 0.744], [6.847, -6.710, 1.479], [5.896, -8.038, 3.841], [4.904, -7.151, 2.614], [6.927, -5.946, 4.507], [5.282, -5.436, 4.407], [7.146, -3.425, 4.088], [5.533, -3.006, 3.350], [6.854, -2.948, 2.355], [-0.150, 9.979, -0.852], [1.127, 9.821, -0.189], [1.878, 11.009, 0.075], [3.372, 10.773, 0.326], [3.636, 9.513, 0.924], [3.349, 9.583, 2.389], [1.976, 8.927, 2.719], [2.053, 8.705, 4.118], [2.243, 7.335, 4.275], [-0.648, 9.009, -0.861], [-0.078, 10.283, -1.896], [-0.765, 10.680, -0.288], [1.456, 11.372, 1.013], [1.746, 11.656, -0.792], [3.845, 11.581, 0.885], [3.915, 10.746, -0.619], [2.926, 8.899, 0.551], [3.432, 10.513, 2.951], [4.256, 9.165, 2.825], [1.727, 8.048, 2.123], [1.264, 9.666, 2.352], [1.590, 6.604, 3.798], [2.218, 7.028, 5.321], [3.251, 7.061, 3.962], [1.335, -6.789, -0.174], [1.679, -7.413, -1.406], [2.104, -8.770, -1.303], [2.816, -9.178, -2.566], [3.155, -10.579, -2.613], [4.333, -10.762, -1.769], [4.552, -12.212, -1.251], [4.750, -13.117, -2.344], [4.931, -14.397, -1.838], [0.625, -7.294, 0.482], [0.853, -5.874, -0.518], [2.254, -6.443, 0.298], [1.164, -9.320, -1.251], [2.712, -8.987, -0.425], [3.623, -8.457, -2.696], [2.075, -8.930, -3.326], [3.203, -11.034, -3.514], [4.414, -9.990, -1.004], [5.182, -10.469, -2.387], [3.636, -12.613, -0.817], [5.440, -12.258, -0.621], [4.168, -14.640, -1.098], [5.930, -14.372, -1.403], [4.830, -15.283, -2.464], [-2.703, 0.680, -5.490], [-1.523, 1.360, -5.624], [-1.083, 1.654, -6.939], [0.382, 2.217, -6.956], [0.744, 2.897, -8.264], [0.589, 2.079, -9.478], [1.043, 2.871, -10.651], [2.055, 3.904, -10.312], [2.027, 4.981, -11.255], [-2.726, -0.178, -6.162], [-3.471, 1.347, -5.882], [-2.955, 0.372, -4.475], [-1.745, 2.387, -7.401], [-1.107, 0.763, -7.566], [1.205, 1.522, -6.794], [0.471, 2.973, -6.176], [1.635, 3.369, -8.203], [-0.466, 1.868, -9.655], [1.137, 1.142, -9.378], [0.110, 3.258, -11.060], [1.247, 2.285, -11.547], [1.516, 5.833, -10.806], [1.737, 4.647, -12.252], [3.077, 5.236, -11.397], [-5.837, -1.532, -3.313], [-5.646, -1.429, -1.777], [-4.559, -0.410, -1.362], [-4.521, -0.211, 0.070], [-3.608, 0.756, 0.514], [-6.905, -1.089, -1.074], [-4.884, -1.946, -3.644], [-6.051, -0.555, -3.747], [-6.633, -2.276, -3.340], [-5.330, -2.406, -1.411], [-4.801, 0.519, -1.879], [-3.608, -0.797, -1.726], [-2.933, 0.478, 1.323], [-4.177, 1.582, 0.941], [-2.996, 1.218, -0.261], [-7.545, -1.829, -1.322], [-6.848, -1.145, -0.067], [5.548, 3.501, -2.127], [4.751, 2.914, -3.246], [4.048, 1.559, -2.848], [4.866, 0.531, -2.394], [5.827, 0.146, -3.385], [3.900, 3.956, -3.708], [5.988, 4.432, -2.482], [6.325, 2.873, -1.689], [4.839, 3.765, -1.342], [5.544, 2.686, -3.958], [3.531, 1.167, -3.724], [3.291, 1.619, -2.066], [6.113, -0.869, -3.108], [6.732, 0.754, -3.371], [5.317, -0.016, -4.335], [4.339, 4.856, -3.839], [3.132, 4.152, -3.082], [6.899, 0.857, 0.444], [5.695, 0.211, 1.187], [5.549, 0.657, 2.608], [6.788, 0.444, 3.388], [6.543, -0.129, 4.635], [4.526, 0.704, 0.430], [6.958, 1.943, 0.517], [6.950, 0.554, -0.602], [7.844, 0.537, 0.882], [5.820, -0.863, 1.051], [4.672, 0.160, 3.023], [5.397, 1.726, 2.754], [6.420, 0.693, 5.341], [7.452, -0.647, 4.940], [5.778, -0.885, 4.815], [4.713, 0.730, -0.562], [3.809, 0.007, 0.574]]
}



[2]
{
  "formula": "C8H13NOS",
  "method": "ωB97M-V/def2-TZVPD",
  "homo_ev": -8.9,
  "smiles": "C=C1SC(=O)N(C)[C@@H]1C(C)C",
  "relative_energy_kcal_mol": 39.7,
  "homo_lumo_gap_ha": 0.35414,
  "molar_mass_da": 171.26,
  "total_charge": 0,
  "elements": ["C", "C", "S", "C", "O", "N", "C", "C", "C", "C", "C", "H", "H", "H", "H", "H", "H", "H", "H", "H", "H", "H", "H", "H"],
  "coordinates": [[0.440, 2.463, 1.174], [0.902, 1.492, 0.440], [2.428, 1.224, -0.371], [2.324, -0.597, -0.123], [3.240, -1.307, -0.435], [1.213, -0.978, 0.417], [1.096, -2.246, 0.992], [0.094, -0.087, 0.463], [-0.975, -0.256, -0.587], [-2.294, 0.239, -0.010], [-0.682, 0.536, -1.907], [0.798, 3.438, 1.002], [-0.593, 2.314, 1.294], [1.702, -3.015, 0.372], [1.542, -2.242, 1.934], [0.041, -2.420, 0.871], [-0.361, -0.096, 1.523], [-1.046, -1.396, -0.878], [-2.607, -0.336, 0.966], [-3.158, 0.004, -0.736], [-2.340, 1.401, 0.162], [0.473, 0.632, -1.870], [-1.219, 1.415, -1.984], [-1.020, -0.185, -2.707]]
}



[3]
{
  "formula": "C3H6FN",
  "method": "ωB97M-V/def2-TZVPD",
  "homo_ev": -8.7,
  "smiles": "FC1CNC1",
  "relative_energy_kcal_mol": 19.2,
  "homo_lumo_gap_ha": 0.36357,
  "molar_mass_da": 75.09,
  "total_charge": 0,
  "elements": ["F", "C", "C", "N", "C", "H", "H", "H", "H", "H", "H"],
  "coordinates": [[1.308, 0.214, -0.995], [0.592, -0.492, -0.111], [-0.935, -0.609, -0.470], [-1.112, 0.586, 0.410], [0.090, 0.338, 1.121], [1.197, -1.384, 0.166], [-1.253, -0.300, -1.446], [-1.322, -1.523, 0.023], [-1.910, 1.044, 0.855], [-0.006, -0.441, 1.916], [0.818, 1.152, 1.324]]
}



[4]
{
  "formula": "C22H39NO9PdSi2",
  "method": "ωB97M-V/def2-TZVPD",
  "homo_ev": [-1.0, -1.0],
  "homo_lumo_gap_ha": [0.19830, 0.19906],
  "molar_mass_da": 624.14,
  "total_charge": -2,
  "elements": ["Pd", "O", "C", "C", "C", "N", "C", "C", "C", "O", "O", "C", "O", "O", "H", "H", "H", "C", "C", "C", "C", "O", "Si", "O", "O", "C", "C", "C", "C", "O", "C", "C", "C", "C", "H", "H", "H", "H", "H", "H", "H", "H", "H", "H", "H", "H", "H", "H", "H", "H", "H", "H", "H", "H", "H", "H", "H", "H", "H", "H", "H", "C", "Si", "C", "C", "H", "H", "H", "H", "H", "H", "H", "H", "H"],
  "coordinates": [[-0.514, -0.240, 0.289], [2.174, 5.338, -0.249], [1.480, 4.151, -0.089], [0.519, 3.737, -1.006], [-0.181, 2.569, -0.769], [0.032, 1.826, 0.326], [0.994, 2.194, 1.193], [1.731, 3.349, 1.020], [1.216, 1.270, 2.397], [1.992, 1.652, 3.283], [0.572, 0.191, 2.390], [-1.241, 2.068, -1.758], [-1.558, 2.832, -2.681], [-1.699, 0.918, -1.540], [1.848, 5.754, -1.055], [0.287, 4.312, -1.894], [2.476, 3.606, 1.754], [-3.152, 0.204, 1.708], [-4.393, -0.326, 0.987], [-4.856, 0.744, -0.013], [-5.480, -0.649, 2.029], [-4.152, -1.490, 0.242], [-2.953, -2.614, 0.394], [-1.503, -2.220, 0.785], [-3.636, -3.678, 1.508], [-2.861, -4.625, 2.188], [-1.928, -5.370, 1.229], [-2.013, -3.941, 3.265], [-3.834, -5.624, 2.837], [-2.899, -3.427, -1.043], [-3.803, -3.547, -2.094], [-5.125, -4.137, -1.589], [-3.156, -4.504, -3.111], [-4.047, -2.186, -2.751], [-3.365, 1.162, 2.186], [-2.344, 0.342, 0.957], [-2.805, -0.511, 2.454], [-5.072, 1.682, 0.496], [-5.744, 0.416, -0.550], [-4.052, 0.897, -0.730], [-5.696, 0.217, 2.652], [-5.115, -1.464, 2.650], [-6.398, -0.975, 1.542], [-1.251, -4.647, 0.787], [-2.515, -5.815, 0.431], [-1.370, -6.144, 1.754], [-1.371, -3.221, 2.767], [-1.413, -4.674, 3.802], [-2.648, -3.407, 3.971], [-4.449, -6.086, 2.069], [-4.491, -5.113, 3.538], [-3.277, -6.395, 3.366], [-4.935, -5.097, -1.112], [-5.832, -4.269, -2.408], [-5.534, -3.462, -0.846], [-2.804, -5.398, -2.599], [-2.298, -4.018, -3.569], [-3.870, -4.783, -3.886], [-4.548, -1.537, -2.040], [-4.649, -2.297, -3.654], [-3.090, -1.731, -2.992], [2.514, -0.318, -1.912], [1.114, -1.387, -1.006], [2.208, -2.690, -0.028], [0.288, -2.446, -2.434], [3.210, -0.938, -2.472], [3.083, 0.248, -1.181], [2.069, 0.390, -2.603], [2.852, -3.277, -0.680], [1.556, -3.371, 0.509], [2.837, -2.189, 0.703], [0.951, -3.223, -2.805], [-0.005, -1.816, -3.270], [-0.611, -2.912, -2.042]]
}



[5]
{
  "formula": "CH6N4",
  "method": "ωB97M-V/def2-TZVPD",
  "homo_ev": -8.0,
  "smiles": "N/N=C/NN",
  "relative_energy_kcal_mol": 94.3,
  "homo_lumo_gap_ha": 0.33273,
  "molar_mass_da": 74.09,
  "total_charge": 0,
  "elements": ["N", "N", "C", "N", "N", "H", "H", "H", "H", "H", "H"],
  "coordinates": [[-2.233, 0.053, 0.086], [-1.087, -0.466, 0.002], [-0.027, 0.273, -0.150], [1.085, -0.553, -0.400], [2.228, -0.092, 0.131], [-2.960, -0.862, 0.365], [-2.441, 0.467, -0.843], [-0.247, 1.350, -0.028], [0.766, -1.361, 0.305], [2.571, 0.708, -0.512], [2.343, 0.485, 1.044]]
}